No. 1
Density functional theory data (the ωB97M-V functional and the def2-TZVPD basis) for C4H5NO2 in the gas phase.

The geometry in XYZ format:
```
12
Properties=species:S:1:pos:R:3:forces:R:3:mulliken_charge:R:1
N 0.034404 0.379869 0.082500 -0.47 -0.25 0.57 0.0969
C 0.335709 1.595433 -0.517184 0.71 -0.14 -0.01 -0.3827
C -1.081005 -0.345078 0.265169 -0.30 0.20 -0.02 0.5107
O -2.213684 0.064113 0.116682 0.10 -0.21 0.14 -0.5685
C 1.287252 0.243252 -0.528058 0.01 0.64 -0.28 -0.5596
H -0.431402 1.941317 -1.245320 1.23 -0.51 -0.36 0.2698
H 0.774354 2.407274 0.043199 -0.32 -0.07 0.65 0.2128
H -1.651210 -2.409114 0.806366 0.03 -0.08 0.05 0.3555
O 0.211661 -1.956460 1.490326 -0.53 0.06 -0.44 -0.4383
H 2.047125 -0.145071 0.177630 0.11 1.35 -0.43 0.2572
H 1.467172 -0.074834 -1.545454 -0.78 -0.68 -0.12 0.2631
C -0.802582 -1.710459 0.887292 0.21 -0.30 0.23 -0.0169
```
Forces are in eV/Å.

E_LUMO (eV): -0.18
HOMO level (Eh): -0.364
Spin multiplicity: 1
Total energy (eV): -9811.30042



No. 2
Density functional theory data (the ωB97M-V functional and the def2-TZVPD basis) for a molecular structure, C22H19BiF5N5O8S.

The geometry in XYZ format:
```
61
Properties=species:S:1:pos:R:3:forces:R:3:mulliken_charge:R:1
H 0.744619 -0.476091 3.686653 -0.03 -0.04 0.04 0.2075
N 1.984826 0.132449 1.367936 0.00 0.06 0.14 -0.0544
H -2.579928 -2.986919 -4.956744 -0.01 0.01 0.01 0.5079
H -2.984570 0.099136 4.060399 0.00 -0.03 0.00 0.3502
C -1.871183 1.668945 3.069556 -0.11 0.03 0.10 -0.5161
O -1.117100 -1.063687 2.520037 0.02 0.04 0.01 -0.6711
O 1.612762 -0.185550 -1.313287 0.31 -0.23 0.22 -0.5913
F -3.643501 3.183121 -5.371563 -0.05 0.02 -0.05 -0.3001
C 1.801827 -0.890703 -4.899198 0.05 -0.05 0.02 -0.7526
C -3.211666 2.285342 -3.238645 0.02 -0.03 0.08 -0.1850
H -0.752488 2.714051 1.670626 -0.02 0.09 -0.07 0.2741
C 1.699710 0.017400 3.860360 0.03 0.09 0.00 -1.1648
S 0.146872 2.336147 -0.933020 -0.06 0.40 0.10 -0.5413
F 0.592886 3.753310 -3.451118 0.04 0.03 -0.06 -0.3537
N -1.363111 1.907971 1.705839 0.00 -0.17 0.38 -0.3997
C -1.514673 3.487357 -4.407379 0.00 0.01 0.01 0.2672
H -2.352270 2.559139 3.485171 0.02 -0.02 0.00 0.3942
H -1.020621 1.411930 3.700428 -0.01 0.01 0.00 0.1113
C -0.642240 3.265309 -3.358335 -0.11 -0.19 0.10 0.1938
N 3.819269 -0.018553 2.529715 0.03 0.06 -0.05 -0.0573
H 1.639623 -2.430534 -6.289719 -0.04 -0.08 -0.02 0.2738
H -3.050440 -1.091767 -1.125401 -0.05 -0.01 0.06 0.5589
H 2.423946 -0.373962 -5.634066 -0.05 0.04 0.02 0.3580
O 3.755476 0.212647 -1.754281 -0.02 -0.19 -0.10 -0.9830
F -2.791272 1.471464 -1.092798 0.05 -0.11 0.04 -0.3503
H 1.077594 -0.178713 -4.488664 0.13 0.02 -0.05 0.5379
O -0.322873 -3.667984 -5.757603 -0.04 0.10 -0.01 -0.6435
N -1.162145 -1.083134 -1.939472 -0.03 -0.14 0.04 0.0322
Bi -0.227835 -0.022976 0.153667 -0.28 -0.04 -0.10 1.8633
O 2.592472 -1.487775 -3.899239 0.03 -0.21 0.04 -0.5271
C -1.018800 2.550095 -2.218086 -0.01 0.07 -0.28 0.8945
C 2.474730 0.050942 2.595100 0.10 -0.02 -0.11 0.1725
C -0.844672 -2.128171 -4.061869 -0.07 -0.04 0.12 0.0913
O -2.568757 -0.537275 0.925039 0.04 -0.03 -0.04 -0.5902
H 4.482271 -0.088048 3.287406 0.00 -0.02 0.05 0.2419
H 0.687631 -1.242923 -2.825340 -0.08 -0.09 0.09 1.1998
C -2.168882 -0.509693 2.130843 -0.15 -0.09 0.09 0.5512
C 5.654370 -0.013313 0.871618 -0.02 -0.02 0.01 0.4988
H 5.143480 0.173766 -0.985550 -0.09 0.00 -0.02 0.4409
C -2.852689 0.487810 3.052954 0.25 -0.05 -0.15 -0.6542
H -2.144711 2.082292 1.080314 0.10 0.10 -0.11 0.1498
C -2.329533 2.096492 -2.189571 0.01 0.14 -0.06 -0.0747
H 3.035971 -0.840829 -3.327230 -0.04 0.28 -0.08 0.2520
C 2.811554 0.051960 -0.965315 -0.27 0.02 -0.04 0.8225
H 1.508685 1.029404 4.223661 0.02 0.01 -0.03 0.2220
C 3.050086 0.109127 0.500876 0.13 -0.02 0.09 0.2684
H -3.813100 0.780243 2.631991 -0.02 0.00 0.02 0.3417
F -4.451444 1.802743 -3.157574 -0.06 0.01 -0.03 -0.3185
N 1.102158 -1.938026 -5.592306 0.09 0.14 -0.05 -0.1133
C -2.807139 2.988249 -4.358047 0.14 -0.04 0.09 0.6534
C -2.462897 -1.399939 -1.976229 0.04 0.08 -0.23 -0.2910
C 4.209690 0.022414 1.217669 -0.13 0.11 -0.17 -0.0180
F -1.112882 4.176017 -5.473148 -0.01 0.01 -0.06 -0.2962
C 0.010562 -2.645508 -5.186947 0.03 -0.05 -0.04 0.1854
O 5.953241 0.085910 -0.400794 0.30 -0.01 0.05 -0.5429
C -0.361628 -1.465928 -2.944516 -0.10 0.08 -0.07 -0.6635
H -4.070864 -2.316980 -3.044947 -0.01 0.01 -0.01 0.4669
O 6.470004 -0.119476 1.756261 -0.03 0.00 0.04 -0.6212
C -3.017617 -2.076354 -3.049934 0.03 0.06 0.05 -1.0247
H 2.263924 -0.510595 4.628065 -0.07 -0.04 0.01 0.4409
C -2.200906 -2.438076 -4.104649 0.05 -0.07 -0.02 -0.5244
```
Forces are in eV/Å.

E_LUMO (eV): -0.48
HOMO level (Eh): -0.318
Spin multiplicity: 1
Total energy (eV): -77218.41826



For reference, relative energy (zero: lowest compared OMol25 entry of this formula, charge and spin) by record: 290.84, 13.20 kJ/mol.
For reference, Kohn-Sham gap by record: 9.7, 8.2 eV.